# 1
C6H13N2 | the ωB97M-V functional and the def2-TZVPD basis

XYZ file:
```
21
Properties=species:S:1:pos:R:3
C -1.34894 0.92387 -1.12617
C -2.09721 0.31414 0.05022
C 0.39333 1.01285 0.92465
C 1.52177 0.19482 0.29706
C -0.63502 0.31545 0.01081
C -0.03351 -2.07074 0.61903
N 2.17714 0.89335 -0.59723
N 0.19404 -0.87886 -0.19003
H -1.41117 0.63396 -2.11823
H -1.35018 2.00489 -1.34739
H -2.44948 1.07664 0.75724
H -2.41167 -0.63476 -0.27640
H 0.24641 0.76927 1.94619
H 0.44858 2.08065 0.93126
H 2.02859 -0.41616 1.01355
H 0.10889 -1.72633 1.64394
H -0.91433 -2.61482 0.64576
H 0.77871 -2.74370 0.41245
H 2.67694 0.44180 -1.34652
H 1.70703 1.64108 -1.06719
H 0.37007 -1.21737 -1.18300
```

Results
SMILES = C[N@@H+]1[C@@H](N)CC12CC2
highest occupied orbital energy = -14.446 eV
electronic energy = -345.588958 Eh
total charge = +1
relative energy (zero: lowest compared OMol25 entry of this formula, charge and spin) = 281.1 kJ/mol

---

# 2
C6H13N2 | the ωB97M-V functional and the def2-TZVPD basis

XYZ file:
```
21
Properties=species:S:1:pos:R:3
C 2.15950 0.12776 -1.18884
C 1.73385 -0.34250 -2.38780
C 1.93551 1.37450 0.77628
N 1.40819 0.93539 -0.31818
H 3.12601 -0.18741 -0.73980
H 0.83030 0.08297 -2.88020
H 2.27779 -1.17134 -2.83542
H 1.38728 2.06834 1.41172
H 2.93253 1.03106 1.01742
H 0.38216 1.01691 -0.50158
C -1.85702 -1.69640 0.01049
C -1.73944 -0.40682 0.72990
C -1.90930 0.79320 0.05599
N -1.53582 -0.56314 2.11051
H -2.62901 -2.32300 0.53068
H -0.86252 -2.18794 0.09429
H -2.15776 -1.64771 -1.06233
H -1.94768 1.74268 0.54226
H -2.24652 0.74743 -1.00888
H -0.78533 -1.18921 2.30277
H -1.35249 0.31297 2.60655
```

Results
highest occupied orbital energy = -12.136 eV
electronic energy = -345.601714 Eh
total charge = +1
relative energy (zero: lowest compared OMol25 entry of this formula, charge and spin) = 247.6 kJ/mol

---

# 3
C6H13N2 | the ωB97M-V functional and the def2-TZVPD basis

XYZ file:
```
21
Properties=species:S:1:pos:R:3
C 1.90020 -2.23777 0.05611
C 0.34834 -0.45284 -0.14927
C -0.77699 -1.18368 -0.71633
C -0.54525 1.73471 -0.96352
C -0.48442 1.25096 1.57657
C 0.19024 1.04105 0.24218
N 0.86416 -2.85641 -0.24202
N 1.59549 -0.88032 0.04298
H 2.84479 -2.51259 0.25886
H -0.59446 -1.56826 -1.74942
H -1.64285 -0.48269 -0.75823
H -0.88777 -2.34053 -0.39672
H 0.02656 2.77031 -0.95734
H -1.55122 1.85162 -0.80886
H -0.41472 1.35900 -2.00613
H -1.42567 0.60982 1.65862
H -0.84197 2.18771 1.52256
H 0.22373 1.02336 2.34033
H 1.16586 1.31225 0.40572
H 0.87821 -3.86595 -0.21632
H 2.32777 -0.33200 0.48469
```

Results
highest occupied orbital energy (spin up / spin down) = -11.054 / -14.963 eV
electronic energy = -345.451161 Eh
total charge = +1
spin multiplicity = 3
⟨S²⟩ = 2.024
relative energy (zero: lowest compared OMol25 entry of this formula, charge and spin) = 253.3 kJ/mol

---

# 4
C6H13N2O | the ωB97M-V functional and the def2-TZVPD basis

XYZ file:
```
22
Properties=species:S:1:pos:R:3
O -1.86867 0.25983 0.05814
C 0.12743 2.05530 1.41306
C -1.73323 1.64625 -0.26110
C -1.25108 2.48343 0.91526
H -2.58542 0.17893 0.72157
H 0.87393 2.18035 0.61074
H 0.11050 0.99476 1.71568
H 0.43702 2.66352 2.27956
H -2.68658 2.04784 -0.65519
H -0.98937 1.68058 -1.08021
H -1.99067 2.40049 1.73476
H -1.22555 3.54151 0.59076
C 2.42516 -2.43758 -0.62980
C 1.70714 -1.44776 -0.01289
C 0.33445 -2.53737 -1.38270
N 1.54982 -3.08726 -1.46470
N 0.42635 -1.53852 -0.49947
H 3.47312 -2.72349 -0.53959
H 2.00510 -0.69969 0.72176
H -0.55743 -2.84367 -1.92935
H 1.78355 -3.89007 -2.07638
H -0.36555 -0.92737 -0.22989
```

Results
highest occupied orbital energy = -13.927 eV
electronic energy = -420.949736 Eh
total charge = +1
relative energy (zero: lowest compared OMol25 entry of this formula, charge and spin) = 8.5 kJ/mol

---

# 5
C6H13N2O | the ωB97M-V functional and the def2-TZVPD basis

XYZ file:
```
22
Properties=species:S:1:pos:R:3
C 2.51683 -0.42737 0.16682
C -0.86653 2.15119 0.04702
C -1.62785 1.16813 -0.34530
C 4.97027 0.26721 -0.08021
C -2.04856 -0.69120 1.27191
C -1.85520 -1.30779 -0.94960
N 3.68558 -0.22232 0.19953
N -1.38723 -0.25573 -0.00448
O 1.34546 -0.48011 0.10990
H -1.11979 3.10651 -0.27809
H 0.16139 1.96808 0.40996
H -2.43738 1.49091 -0.94326
H 5.52583 -0.40522 -0.67912
H 5.03276 1.26652 -0.32447
H 5.69066 0.14363 0.73793
H -2.05238 -1.84085 1.41590
H -1.46173 -0.17736 2.02125
H -3.17316 -0.52790 1.21259
H -1.79433 -0.81770 -2.01638
H -1.30657 -2.26302 -0.95118
H -2.89333 -1.45699 -0.83702
H -0.33271 -0.48320 0.23826
```

Results
highest occupied orbital energy = -13.826 eV
electronic energy = -420.843520 Eh
total charge = +1
relative energy (zero: lowest compared OMol25 entry of this formula, charge and spin) = 287.4 kJ/mol

---

# 6
C6H13N2O | the ωB97M-V functional and the def2-TZVPD basis

XYZ file:
```
22
Properties=species:S:1:pos:R:3
C 1.53057 -0.37678 -2.09716
C -0.57351 0.91375 0.53137
C -1.31359 -0.46002 0.55568
C -0.35133 -1.35284 -0.27443
C -1.25248 -1.15420 2.06899
C 1.27496 2.18750 -0.60134
N 0.50703 0.98035 -0.45508
N 0.65706 -0.16634 -1.17312
O -0.93292 -2.15220 -1.14111
H 2.28555 0.39123 -2.37888
H 1.67692 -1.35304 -2.48335
H -1.31635 1.59442 0.28316
H -0.07900 1.35070 1.42849
H -2.34138 -0.48717 0.21240
H 0.39627 -1.91483 0.27280
H -0.12774 -1.24696 2.21548
H -1.69038 -2.12660 2.18492
H -1.80489 -0.43830 2.70889
H 0.60863 3.05087 -0.60409
H 1.94049 2.31085 0.30320
H 1.88427 2.06307 -1.52938
H -0.31924 -2.79576 -1.41477
```

Results
SMILES = C=[N+]1[C@H](O)[C@@H](C)CN1C
highest occupied orbital energy = -13.007 eV
electronic energy = -420.818261 Eh
total charge = +1
relative energy (zero: lowest compared OMol25 entry of this formula, charge and spin) = 353.7 kJ/mol

---

Q: Look up the electronic energy of the third one.
A: -345.451161 Eh